Entry 1
DFT (ωB97M-V with the def2-TZVPD basis set) results for 4 unconnected molecules or ions with the total composition C5H14O3.

The SMILES is C=CCC=C.O.O.O. The highest occupied orbital energy is -9.8 eV.

CARTESIAN COORDINATES (ANGSTROEM)
C (0.4296, -2.8704, -0.7702)
C (0.9868, -2.1512, 0.1861)
C (1.8913, -0.9804, -0.1777)
C (1.6285, 0.3130, 0.5363)
C (0.4328, 0.8582, 0.6703)
H (-0.2627, -3.6293, -0.5465)
H (0.8534, -2.9066, -1.7475)
H (0.8564, -2.0021, 1.2535)
H (2.9028, -1.2668, 0.1116)
H (1.9958, -0.7897, -1.2447)
H (2.5121, 0.8255, 0.9009)
H (0.2093, 1.7789, 1.1978)
H (-0.5164, 0.3788, 0.4832)
O (2.7544, 4.0804, 0.2991)
H (1.9029, 3.6347, 0.2001)
H (2.6043, 4.5116, 1.1496)
O (-2.8908, -2.3073, 2.1064)
H (-2.3995, -1.5883, 1.7086)
H (-3.0499, -3.0067, 1.4727)
O (-4.5318, 2.1940, -2.3612)
H (-3.6350, 1.9219, -2.5667)
H (-4.6740, 3.0018, -2.8616)



Entry 2
DFT (ωB97M-V with the def2-TZVPD basis set) results for a molecular structure, C5H14O3.

The highest occupied orbital energy is -7.8 eV.

CARTESIAN COORDINATES (ANGSTROEM)
C (-1.4735, -0.6644, 0.9106)
C (0.0308, -0.7553, 1.1399)
C (0.9318, 0.4384, 1.4121)
C (0.6301, -2.1120, 1.5172)
C (0.6381, -1.9702, 0.0431)
H (-1.9985, -1.1927, 1.7194)
H (-1.8337, 0.3482, 0.8092)
H (-1.7450, -1.2791, 0.0382)
H (0.7200, 1.2620, 0.6342)
H (0.9640, 0.8158, 2.4350)
H (1.6762, -2.1552, 2.1325)
H (-0.0870, -2.7872, 2.0866)
H (1.6404, -1.7026, -0.3351)
H (1.1553, 2.9756, -2.8196)
H (1.9894, 0.2138, 1.1656)
O (0.7135, 2.1865, -2.5394)
H (-1.7042, 2.9277, -1.1197)
H (-0.2104, 2.3048, -1.6709)
O (-1.0568, 2.1759, -0.9110)
H (0.0207, -1.0446, -1.9887)
H (-0.2406, 0.4032, -2.4190)
O (-0.7609, -0.3888, -2.2402)



Stability summary - winner: entry 1; margin: 7.243 eV.



Entry 1
DFT (ωB97M-V with the def2-TZVPD basis set) results for 4 unconnected molecules or ions with the total composition CH9NO4.

The SMILES is NC=O.O.O.O. The highest occupied orbital energy is -10.1 eV.

CARTESIAN COORDINATES (ANGSTROEM)
N (1.4864, 1.1006, 0.9224)
C (0.6213, 2.1510, 0.7497)
O (-0.4313, 2.1092, 0.0887)
H (2.4250, 1.2527, 1.2842)
H (1.4063, 0.2488, 0.4256)
H (0.9580, 3.0623, 1.3144)
O (-2.0817, -0.1228, -0.4166)
H (-1.8766, 0.7610, -0.0744)
H (-2.5377, 0.0924, -1.2375)
O (1.3034, -0.9964, -0.8093)
H (0.5250, -1.5830, -0.6728)
H (1.3446, -0.8770, -1.7833)
O (-0.8867, -2.6020, -0.2614)
H (-0.8020, -2.7833, 0.7211)
H (-1.4541, -1.8134, -0.2510)



Entry 2
DFT (ωB97M-V with the def2-TZVPD basis set) results for 4 unconnected molecules or ions with the total composition CH9NO4.

The SMILES is NC=O.O.O.O. The highest occupied orbital energy is -9.5 eV.

CARTESIAN COORDINATES (ANGSTROEM)
N (0.5925, -1.8441, 1.4832)
C (0.8101, -2.2947, 2.6715)
O (0.0004, -2.5257, 3.5917)
H (-0.2877, -1.7338, 0.9563)
H (1.3321, -2.1205, 0.8351)
H (1.8868, -2.4558, 2.8968)
O (0.1583, 3.2356, -0.1259)
H (0.4131, 3.4940, -1.0033)
H (0.9045, 3.6065, 0.3522)
O (0.1723, -1.4017, -1.8675)
H (0.1716, -0.9542, -2.7960)
H (-0.7767, -1.7236, -1.8498)
O (-1.9831, 1.8922, -1.7947)
H (-1.8607, 2.7677, -2.3140)
H (-1.5335, 2.0582, -1.0356)



Stability summary - winner: entry 1; margin: 1.348 eV.



Entry 1
DFT (ωB97M-V with the def2-TZVPD basis set) results for a single C3H3ClN2 molecule.

The SMILES is N#C/C(Cl)=C/N. The highest occupied orbital energy is -8.9 eV.

CARTESIAN COORDINATES (ANGSTROEM)
N (-3.1968, 0.0634, -0.0461)
C (-2.0543, 0.2119, 0.0023)
C (-0.6525, 0.4819, -0.0261)
Cl (-0.0875, 2.1345, -0.0078)
C (0.2557, -0.4953, 0.0061)
N (1.5917, -0.3501, -0.0768)
H (-0.0512, -1.5248, 0.0880)
H (2.2135, -1.1173, 0.1786)
H (1.9813, 0.5957, -0.1183)



Entry 2
DFT (ωB97M-V with the def2-TZVPD basis set) results for a single C3H3ClN2 molecule.

The SMILES is Clc1ncc[nH]1. The highest occupied orbital energy is -8.6 eV.

CARTESIAN COORDINATES (ANGSTROEM)
Cl (-2.5102, -0.5172, 1.2010)
C (-1.0213, -0.2403, 0.4520)
N (-0.1322, -1.3995, 0.4174)
C (0.9317, -0.8249, -0.2124)
C (0.8059, 0.5207, -0.5067)
N (-0.4657, 0.8691, -0.0086)
H (1.7993, -1.4588, -0.5797)
H (1.5669, 1.2796, -0.8931)
H (-0.9745, 1.7714, 0.1301)



Entry 3
DFT (ωB97M-V with the def2-TZVPD basis set) results for 2 unconnected molecules or ions with the total composition C3H3ClN2.

The SMILES is N=C=CCl.C#N. The highest occupied orbital energy is -9.2 eV.

CARTESIAN COORDINATES (ANGSTROEM)
N (-2.1170, 0.4595, -0.9703)
C (-1.4435, -0.5102, -0.6739)
C (-0.6034, -1.3828, -0.2356)
Cl (-0.1981, -2.6988, -1.4765)
H (-1.7123, 1.3761, -1.3580)
H (-0.2294, -1.5373, 0.8156)
C (2.0818, 1.4319, 1.2920)
N (2.0926, 0.9719, 2.3362)
H (2.1293, 1.8896, 0.2703)



Entry 4
DFT (ωB97M-V with the def2-TZVPD basis set) results for a single C3H3ClN2 molecule.

The SMILES is Clc1cn[nH]c1. The highest occupied orbital energy is -9.4 eV.

CARTESIAN COORDINATES (ANGSTROEM)
Cl (-0.4473, -1.4558, 1.4099)
C (0.0722, -0.3275, 0.0349)
C (-0.8128, 0.1160, -0.9036)
N (-0.2657, 1.2001, -1.5614)
N (0.8188, 1.4875, -0.9717)
C (1.1483, 0.6264, 0.0593)
H (-1.9133, -0.1977, -1.0638)
H (1.1335, 2.6711, -1.1193)
H (2.0663, 0.9724, 0.8034)



Stability summary - winner: entry 1; margin: 0.279 eV.



Entry 1
DFT (ωB97M-V with the def2-TZVPD basis set) results for a single C7H6 molecule.

The highest occupied orbital energy is -8.3 eV.

CARTESIAN COORDINATES (ANGSTROEM)
C (-2.3059, -0.0226, -0.5010)
C (-1.0814, 1.4833, 0.9203)
C (-2.7445, -0.9101, 0.1919)
C (-1.3961, 1.0491, -0.4742)
C (1.2820, 0.3436, -0.3245)
C (0.7871, -0.3392, 0.9486)
C (-0.0207, 0.8830, 0.2585)
H (-3.4519, -1.6250, 0.2334)
H (-1.2718, 1.7502, -1.3626)
H (2.0884, 0.9725, 0.0278)
H (1.2126, -0.0859, -1.2839)
H (0.4940, -1.3549, 1.0031)
H (1.3197, -0.0914, 1.8002)



Entry 2
DFT (ωB97M-V with the def2-TZVPD basis set) results for a single C7H6 molecule.

The highest occupied orbital energy is -8.6 eV.

CARTESIAN COORDINATES (ANGSTROEM)
C (0.0456, -0.4560, 1.1037)
C (0.3319, 0.7563, 0.8977)
C (-0.2864, -1.6380, 0.5630)
C (-0.2715, -2.0293, -0.8277)
C (0.0954, -3.0357, 0.3650)
C (0.6083, 1.9148, 0.3594)
C (-0.3232, 2.2085, -0.7828)
H (1.0220, -3.4326, 0.4751)
H (-0.6735, -3.7683, 0.4382)
H (1.3129, 2.7021, 0.5487)
H (-0.1546, 3.1492, -1.3711)
H (-1.3567, 2.2418, -0.3295)
H (-0.3501, 1.3872, -1.4397)



Stability summary - winner: entry 2; margin: 0.547 eV.